Entry 1:
Below is a gas-phase ion, C10H16N4O (charge +2) at a distorted geometry, with properties calculated with ωB97M-V with the def2-TZVPD basis set.

XYZ file:
```
31
Properties=species:S:1:pos:R:3:forces:R:3:lowdin_charge:R:1
C 3.440 -2.446 0.628 -2.1415 -3.5979 0.3620 0.129
C 2.628 -1.470 0.351 -1.9274 2.2293 -0.7947 -0.232
N 3.144 -0.220 -0.043 1.9045 -1.3916 0.1730 0.106
C 2.455 0.918 -0.257 3.1554 -0.0799 -1.1585 -0.070
C 1.159 0.974 -0.281 -3.8730 0.3643 -0.3121 -0.169
C 0.424 2.246 -0.739 2.6138 -0.5515 2.2555 -0.040
N -0.016 2.998 0.543 0.2167 0.4576 -0.4570 0.198
C 0.486 -0.282 0.137 -0.3802 1.2427 -1.3123 -0.082
C -0.893 -0.323 0.348 -0.0779 0.4396 0.0868 0.032
N -1.815 -0.072 1.033 0.0411 -0.1017 0.3122 0.143
C -3.196 -0.237 0.894 -2.0102 -0.9639 -0.6250 -0.099
C -3.490 -0.450 -0.738 1.3360 3.9484 1.3193 -0.175
N -2.355 -1.021 -1.349 1.4839 0.1401 -1.0868 0.037
C 1.149 -1.425 0.357 1.2751 -1.1894 1.5378 -0.182
O 0.463 -2.444 0.847 0.8152 -1.8490 -0.5790 0.141
H 4.449 -2.400 0.491 2.7267 0.5455 -0.1114 0.060
H 3.123 -3.504 0.786 -0.0361 1.1125 0.1300 0.110
H 4.150 -0.414 -0.237 -1.0416 1.7216 0.0997 0.191
H 3.027 1.762 -0.585 0.5104 0.2675 -0.0293 0.150
H -0.463 2.176 -1.270 -1.5808 -0.7948 -1.2705 0.101
H 1.112 2.914 -1.294 -0.3807 -0.3373 0.4453 0.151
H -0.497 3.846 0.232 -0.2042 0.1062 0.3470 0.167
H 0.854 3.316 1.024 -1.0340 -0.5952 0.2388 0.189
H -0.684 2.417 1.112 1.1509 0.7470 -0.2822 0.174
H -3.731 0.575 1.424 0.1539 -0.2440 -0.8334 0.133
H -3.527 -1.162 1.436 0.5715 0.6350 -0.3903 0.149
H -4.351 -1.003 -0.841 -2.0519 -1.2211 -0.0656 0.088
H -3.649 0.620 -1.189 0.1338 -2.0298 0.8459 0.157
H -2.124 -0.560 -2.257 -0.1867 -1.0443 1.0936 0.136
H -2.290 -2.048 -1.382 -0.2541 0.7878 -0.1982 0.135
H 1.017 -3.281 0.818 -0.9080 1.2462 0.2594 0.170
```
Positions in Å, forces in eV/Å.

Values from the calculation:
structure (SMILES) = C=C1NC=C(C[NH3+])C(C#[N+]CCN)=C1O
electronic energy = -18618.7574 eV
Kohn-Sham gap = 7.17 eV
energy above the lowest of the compared OMol25 structures with the same formula, charge and spin = 34.6 kcal per mole
LUMO energy = -7.25 eV
total charge = +2
HOMO level = -14.42 eV

Entry 2:
Below is a single C4H5N molecule at a distorted geometry, with properties calculated with ωB97M-V with the def2-TZVPD basis set.

XYZ file:
```
10
Properties=species:S:1:pos:R:3:forces:R:3:lowdin_charge:R:1
N -0.392 -1.498 -1.710 0.4773 0.1771 0.2014 0.133
C -0.295 -0.671 -0.910 -0.6660 0.1969 -0.9290 -0.266
C -0.500 0.298 0.106 1.4419 0.0496 3.2011 -0.223
C 0.380 1.453 0.656 2.1603 -3.5605 -2.6814 -0.114
C 0.707 0.073 1.348 -2.8339 1.9885 -2.7764 -0.015
H -1.527 0.288 0.542 1.0012 -0.0947 -0.5735 0.137
H -0.246 2.061 1.170 -1.4405 2.0277 1.6596 0.047
H 1.096 1.993 -0.071 -0.9765 -1.2160 1.5206 0.137
H 1.516 -0.495 0.916 0.0717 -0.0448 0.3074 0.079
H 0.144 -0.281 2.212 0.7646 0.4761 0.0702 0.085
```
Positions in Å, forces in eV/Å.

Values from the calculation:
structure (SMILES) = N#CC1CC1
electronic energy = -5716.7425 eV
Kohn-Sham gap = 10.61 eV
energy above the lowest of the compared OMol25 structures with the same formula, charge and spin = 48.5 kcal per mole
LUMO energy = 0.88 eV
total charge = 0
HOMO level = -9.73 eV

Entry 3:
Below is a molecular structure, C29H47Cl5N5PRhSi at a distorted geometry, with properties calculated with ωB97M-V with the def2-TZVPD basis set.

XYZ file:
```
89
Properties=species:S:1:pos:R:3:forces:R:3:lowdin_spin:R:1
Rh -0.272 -0.365 0.257 -0.9929 -0.3205 -0.5791 2.329
Cl -2.820 -3.295 -0.569 -0.1415 -0.0250 -0.1278 0.006
C -1.860 -3.298 0.866 0.0790 0.2675 -0.0554 0.040
C -1.144 -2.164 1.244 0.4483 -0.4540 0.4714 0.261
C -0.403 -2.293 2.413 -0.5528 -0.3332 -0.2917 0.038
Cl 0.587 -0.936 2.776 0.5136 0.3553 0.4697 0.129
C -0.360 -3.423 3.214 0.0075 -0.0838 0.0958 0.005
Cl 0.602 -3.447 4.642 -0.1573 -0.0410 -0.1851 0.010
C -1.089 -4.541 2.801 0.1071 0.0373 0.1248 0.000
Cl -1.068 -5.972 3.747 0.0231 0.1046 -0.0710 0.000
C -1.818 -4.482 1.613 -0.0460 -0.1124 0.0088 0.008
Cl -2.642 -5.891 1.061 0.0373 0.1633 0.0916 0.006
C -2.251 3.329 1.115 0.1217 -0.0539 0.0088 0.003
C -0.936 3.057 1.845 0.2379 -0.6962 -0.7135 0.056
C -0.387 4.403 2.311 0.2174 -0.1751 -0.0840 0.015
C -1.238 2.180 3.061 0.1365 0.0623 -0.2033 0.014
Si 0.294 2.032 0.596 1.1455 2.8880 0.6076 0.356
C 2.236 2.201 1.353 -1.4114 -0.6402 -0.5564 0.060
C 2.269 2.059 2.868 -0.0495 0.0380 -0.1347 0.002
C 3.066 1.070 0.760 0.0140 0.0976 0.0653 0.014
C 2.833 3.544 0.961 -0.1628 -0.0576 -0.0551 0.018
C 0.263 2.804 -1.315 -0.2353 -0.6632 0.6899 0.082
C 1.320 2.100 -2.158 -0.0046 -0.0321 0.2253 0.013
C 0.482 4.310 -1.361 0.0264 -0.0200 0.2687 0.023
C -1.086 2.492 -1.956 0.1118 -0.1084 0.0583 0.009
H -2.998 3.683 1.825 -0.1171 0.0799 0.1443 0.000
H -2.640 2.436 0.636 -0.1324 -0.0430 -0.1343 0.002
H -2.131 4.101 0.362 -0.0346 0.0924 -0.1605 0.000
H -1.160 4.927 2.874 -0.1216 0.0366 0.0641 0.004
H -0.108 5.034 1.472 0.0595 0.1533 -0.0744 0.001
H 0.471 4.295 2.966 0.1070 0.0703 0.0388 0.000
H -1.949 2.682 3.717 -0.1188 0.0731 0.0731 0.000
H -0.344 1.971 3.638 0.1075 -0.1154 0.1465 0.000
H -1.668 1.227 2.754 -0.0841 -0.1811 0.0733 0.009
H 1.831 1.122 3.194 -0.0128 -0.0393 0.1892 0.001
H 1.768 2.877 3.372 -0.0717 0.0548 0.1333 0.000
H 3.310 2.066 3.193 0.1316 -0.0170 0.0756 0.001
H 2.689 0.102 1.091 0.0593 -0.1796 0.0419 0.007
H 4.099 1.167 1.097 0.1868 -0.0786 0.0265 0.000
H 3.063 1.091 -0.324 0.0526 -0.0482 -0.1885 0.001
H 2.163 4.366 1.189 -0.0098 0.1874 -0.0031 0.001
H 3.086 3.567 -0.094 0.0280 0.1140 -0.1437 0.000
H 3.753 3.706 1.524 0.1698 -0.0131 0.0680 0.005
H 2.325 2.312 -1.811 0.1907 -0.0475 -0.0095 0.000
H 1.249 2.438 -3.191 -0.0202 0.0543 -0.1652 0.000
H 1.150 1.020 -2.143 0.1363 -0.0896 -0.0799 0.010
H 1.474 4.600 -1.035 0.0906 0.0903 0.0677 0.000
H -0.253 4.841 -0.764 -0.0809 0.1356 0.0863 0.001
H 0.366 4.653 -2.390 -0.0336 -0.0007 -0.1896 0.007
H -1.297 1.429 -1.887 -0.0940 -0.0088 -0.1156 0.007
H -1.065 2.766 -3.012 0.0405 0.0614 -0.1324 0.000
H -1.900 3.033 -1.494 -0.2369 0.0655 0.0933 0.000
C -5.712 0.716 0.632 -0.0529 -0.0343 0.1631 0.001
C -4.555 0.284 -0.187 0.1459 0.0269 -0.1884 0.005
C -4.448 0.000 -1.533 0.2187 0.0213 0.2380 0.008
C -3.102 -0.327 -1.754 -0.1781 0.1481 0.1804 0.013
N -2.427 -0.233 -0.614 0.5993 -0.1689 0.0253 0.135
N -3.318 0.133 0.324 -0.4365 -0.0794 0.1259 0.018
C -2.476 -0.764 -3.027 0.0316 0.0036 0.1731 0.001
H -6.553 0.951 -0.013 -0.0467 0.0029 0.0035 0.000
H -5.467 1.601 1.218 -0.0038 0.0650 0.0028 0.000
H -6.014 -0.068 1.324 -0.0610 -0.0403 0.0179 0.000
H -5.232 0.031 -2.261 -0.1953 0.0046 -0.1517 0.001
H -3.047 0.210 1.295 0.0454 -0.0324 -0.1862 0.008
H -2.867 -0.189 -3.864 0.0609 0.0152 -0.0382 0.000
H -2.712 -1.814 -3.190 0.0650 -0.1029 -0.1275 0.000
H -1.396 -0.648 -2.976 0.0833 -0.0063 -0.0994 0.001
C 3.813 -3.683 -1.186 0.0556 -0.0050 0.0802 0.002
N 2.660 -4.175 -0.455 0.3476 -0.5574 0.3624 0.009
C 1.782 -4.902 -1.353 0.0385 0.0914 -0.0397 0.001
N 1.376 -4.059 -2.462 -0.2817 -0.4983 -0.5323 0.017
C 2.542 -3.563 -3.168 -0.0086 -0.0002 0.0100 0.002
N 3.422 -2.816 -2.285 0.3806 -0.0507 -0.2710 0.026
C 2.873 -1.565 -1.846 -0.1829 0.7576 0.1577 0.029
P 1.268 -1.793 -0.851 0.7970 -1.6481 -0.5562 0.132
C 1.980 -3.140 0.268 -0.2390 0.4670 0.4147 0.009
C 0.489 -3.005 -2.063 -0.4689 0.4724 0.1065 0.020
H 4.358 -4.537 -1.599 -0.0297 0.1079 0.0760 0.000
H 4.466 -3.138 -0.501 0.0333 -0.0159 -0.0349 0.000
H 0.897 -5.242 -0.808 0.0517 -0.0140 -0.0319 0.000
H 2.317 -5.771 -1.748 -0.0644 0.0900 0.0590 0.000
H 2.223 -2.927 -3.995 0.0213 -0.0131 -0.0274 0.000
H 3.102 -4.415 -3.563 -0.0731 0.0805 -0.0202 0.001
H 2.667 -0.931 -2.714 0.0027 0.0226 0.0855 0.000
H 3.612 -1.058 -1.219 -0.1463 0.0683 -0.0232 0.000
H 1.162 -3.588 0.838 0.0264 0.0965 0.0180 0.000
H 2.680 -2.680 0.972 -0.1223 0.0335 0.0382 0.000
H 0.175 -2.451 -2.951 -0.1157 0.0051 0.0487 0.001
H -0.399 -3.427 -1.584 0.0374 0.0819 -0.1128 0.000
```
Positions in Å, forces in eV/Å.

Values from the calculation:
electronic energy = -121064.3510 eV
2S+1 = 5
⟨S²⟩ = 6.010
Kohn-Sham gap (spin up / spin down) = 8.30 / 5.70 eV
energy above the lowest of the compared OMol25 structures with the same formula, charge and spin = 24.0 kcal per mole
LUMO energy (spin up / spin down) = -1.95 / -5.29 eV
total charge = +1
HOMO level (spin up / spin down) = -10.25 / -10.99 eV

Entry 4:
Below is a gas-phase ion, C4H9NOS (charge -2) at a distorted geometry, with properties calculated with ωB97M-V with the def2-TZVPD basis set.

XYZ file:
```
16
Properties=species:S:1:pos:R:3:forces:R:3:lowdin_charge:R:1
C -1.092 -1.015 -0.737 -0.0624 -0.6002 1.2286 -0.153
C 0.211 -0.166 -0.736 1.4576 -2.4876 0.2530 -0.532
C -0.111 1.244 -1.082 -2.0935 -1.3333 -1.0836 -0.760
S -0.284 1.456 -2.889 -0.2390 0.2235 -0.6303 0.015
N 0.985 -0.359 0.611 0.7309 -0.6802 -1.0137 -0.066
C 0.825 0.278 2.006 0.9849 -2.5629 1.0836 -0.444
O 1.419 -0.543 3.124 -1.6044 2.0402 -3.4084 -0.520
H -1.703 -0.677 0.179 0.4556 -0.3651 -1.4803 0.075
H -1.627 -0.917 -1.717 0.2619 0.0384 0.9192 0.040
H -0.861 -2.112 -0.527 -0.1930 1.2127 -0.4252 0.061
H 0.836 -0.592 -1.671 -0.7298 0.7524 2.3334 0.106
H 0.683 1.867 -0.817 0.6510 1.3193 1.2232 0.007
H -1.148 1.301 -0.665 1.0057 1.4100 0.2884 0.046
H 0.828 -1.298 0.942 0.1567 -0.7054 -0.5316 0.031
H -0.249 0.295 2.063 -0.9402 0.7348 0.9615 0.046
H 1.288 1.237 1.915 0.1581 1.0034 0.2822 0.047
```
Positions in Å, forces in eV/Å.

Values from the calculation:
structure (SMILES) = C[C@@H](C[S-])NC[O-]
electronic energy = -18662.7483 eV
Kohn-Sham gap = 5.76 eV
energy above the lowest of the compared OMol25 structures with the same formula, charge and spin = 47.1 kcal per mole
LUMO energy = 6.00 eV
total charge = -2
HOMO level = 0.24 eV

Entry 5:
Below is a molecular structure, C9H9GaO6 at a distorted geometry, with properties calculated with ωB97M-V with the def2-TZVPD basis set.

XYZ file:
```
25
Properties=species:S:1:pos:R:3:forces:R:3:lowdin_charge:R:1
O -3.156 1.137 -4.306 1.3610 1.2030 1.7063 0.180
C -2.356 1.336 -3.477 2.7200 -0.1688 0.2443 -0.208
Ga -1.024 0.521 -2.092 0.2140 -1.3197 -1.7043 0.418
C 0.302 -1.038 -1.358 3.9245 -4.7131 1.4480 0.054
O 1.052 -1.925 -1.179 -4.0439 4.6967 -1.3230 0.233
C -0.353 2.210 -1.020 1.6100 2.2792 1.9818 0.076
O 0.089 2.997 -0.327 -1.4330 -2.2878 -2.1909 0.300
C -2.542 0.150 -0.770 -4.9177 -0.7117 5.8760 0.088
O -3.382 0.077 0.023 3.7454 0.2899 -4.0695 0.287
C 1.006 0.807 -3.821 1.7568 0.7199 -1.7163 0.081
O 1.834 0.960 -4.583 -2.0698 -0.4831 1.8781 0.201
H -1.423 2.421 -2.996 -2.6548 0.2677 -1.8181 0.117
C 1.765 -0.860 2.425 0.5208 0.7758 -1.4945 -0.117
C 0.373 -1.315 2.811 0.1469 0.7841 1.5234 -0.133
C -0.511 -1.075 1.612 -1.1193 0.5486 0.8344 -0.179
O 0.158 -0.155 0.729 0.2890 0.1270 -0.8175 -0.287
C 1.504 0.110 1.219 0.5556 0.2640 1.1163 -0.138
H 2.378 -1.681 2.079 0.1827 -0.2419 -0.0056 0.116
H 2.325 -0.312 3.201 -0.4191 -0.4038 -0.2222 0.137
H 0.066 -0.628 3.630 -0.1675 -0.7117 -0.3799 0.140
H 0.378 -2.344 3.186 -0.2396 0.2921 -0.1749 0.139
H -0.771 -1.965 1.087 0.0420 -0.8829 -0.5938 0.115
H -1.461 -0.602 1.922 0.3967 -0.1598 -0.1132 0.128
H 1.488 1.140 1.588 0.0965 -0.0308 -0.1604 0.123
H 2.260 0.031 0.417 -0.4973 -0.1333 0.1756 0.128
```
Positions in Å, forces in eV/Å.

Values from the calculation:
electronic energy = -74115.7696 eV
Kohn-Sham gap (spin up / spin down) = 7.02 / 7.02 eV
energy above the lowest of the compared OMol25 structures with the same formula, charge and spin = 0.0 kcal per mole
LUMO energy (spin up / spin down) = -9.99 / -9.99 eV
total charge = +2
HOMO level (spin up / spin down) = -17.01 / -17.01 eV

Entry 6:
Below is a molecular structure, C5H12O3Pm at a distorted geometry, with properties calculated with ωB97M-V with the def2-TZVPD basis set.

XYZ file:
```
21
Properties=species:S:1:pos:R:3:forces:R:3:lowdin_spin:R:1
H -1.070 -2.589 -0.975 1.0385 0.6953 -1.6032 0.005
C -2.648 0.642 -6.290 -2.1825 2.1244 -0.5640 0.000
O -1.651 -0.328 -6.340 -0.4408 2.4266 -3.7436 -0.027
C -2.631 1.387 -4.956 0.0997 0.8638 -0.5136 -0.001
O -2.567 0.378 -3.935 -0.1435 -0.5544 -0.3324 -0.008
C -2.254 0.813 -2.620 0.1873 0.5036 1.0608 0.000
C -1.916 -0.424 -1.822 -0.5870 0.5540 0.8162 0.001
O -0.996 -1.204 -2.592 -0.2712 0.5473 0.3625 0.007
C -0.367 -2.249 -1.854 -1.8276 -0.8730 2.9418 0.105
Pm -1.272 -1.276 -4.836 1.9689 -4.8394 2.7702 4.051
H -3.654 0.196 -6.424 0.5386 -0.0224 -0.1075 0.000
H -2.528 1.401 -7.085 0.0345 -0.4682 0.2079 0.000
H -3.528 2.004 -4.805 0.2579 -0.1577 -0.2038 0.000
H -1.732 2.019 -4.873 -0.2435 -0.0849 0.0288 0.000
H -3.113 1.330 -2.170 0.2299 -0.0888 -0.1398 0.000
H -1.393 1.500 -2.657 -0.2348 -0.1079 -0.0312 0.000
H -2.809 -1.035 -1.622 0.2347 0.1269 -0.0085 0.000
H -1.452 -0.140 -0.867 -0.1601 -0.0494 -0.2318 0.000
H 1.580 -3.592 -1.527 0.3833 -0.3212 0.1015 0.775
H 0.495 -1.818 -1.324 0.1842 -0.6833 -0.8072 0.051
H -0.351 -3.159 -2.468 0.9338 0.4088 -0.0031 0.041
```
Positions in Å, forces in eV/Å.

Values from the calculation:
electronic energy = -28055.6961 eV
2S+1 = 6
⟨S²⟩ = 8.757
Kohn-Sham gap (spin up / spin down) = 8.16 / 10.76 eV
energy above the lowest of the compared OMol25 structures with the same formula, charge and spin = 42.6 kcal per mole
LUMO energy (spin up / spin down) = -8.70 / -8.52 eV
total charge = +2
HOMO level (spin up / spin down) = -16.86 / -19.28 eV

Look up the total charge of the second one. 0

Among the records above, which one has the lowest total charge? C4H9NOS